A 2-piece molecular cluster, CF3I2P overall in a non-equilibrium geometry. Source: the Open Molecules 2025 dataset; level of theory: ωB97M-V/def2-TZVPD.

CARTESIAN COORDINATES (ANGSTROEM)
C 0.19575 -0.01846 0.07079
F 0.55243 -1.20507 0.44780
F 1.08972 0.31475 -0.90535
F 0.19265 0.83300 1.06407
P -2.31329 0.11584 -1.07072
I -3.27776 -1.76830 0.08545
I -2.99886 2.03747 0.07315

Values from the calculation:
2S+1: 1
HOMO level (spin up / spin down): -9.11 / -8.66 eV
E_LUMO (spin up / spin down): -1.486 / -1.135 eV
energy relative to the best compared isomer or geometry (same formula, charge and spin): 210.1 kJ/mol
maximum force: 2.99 eV Å⁻¹
M: 353.8 g/mol
orbital gap (spin up / spin down): 7.6 / 7.5 eV

---

CF3LaMgNO4S3 as an isolated structure in a non-equilibrium geometry. Source: the Open Molecules 2025 dataset; level of theory: ωB97M-V/def2-TZVPD.

CARTESIAN COORDINATES (ANGSTROEM)
Mg 2.91609 -3.71778 6.48607
N 1.06545 -3.32234 7.12004
S 0.12439 -2.62437 6.22847
O 0.21027 -2.75391 4.72180
C -1.63588 -3.17382 6.50215
F -1.91687 -3.11728 7.78906
F -1.70710 -4.42590 6.07694
F -2.48002 -2.42658 5.81982
La 2.21281 -1.95090 3.38508
S 5.28718 -2.15910 5.29221
O 3.96706 -3.02763 4.50985
S 1.46750 -0.07333 5.95990
O 1.53686 -0.16573 4.36956
O -0.06715 -1.01733 6.43068

Values from the calculation:
2S+1: 1
HOMO level: -10.71 eV
E_LUMO: -5.122 eV
energy relative to the best compared isomer or geometry (same formula, charge and spin): 42.5 kJ/mol
maximum force: 3.33 eV Å⁻¹
charge: +1
M: 406.4 g/mol
orbital gap: 5.6 eV

---

A 2-piece molecular cluster, CF4N2O overall in a non-equilibrium geometry. Source: the Open Molecules 2025 dataset; level of theory: ωB97M-V/def2-TZVPD.

CARTESIAN COORDINATES (ANGSTROEM)
C -0.95682 0.44798 -0.05195
N 1.67550 -0.88900 -0.37426
N -0.21366 0.82815 1.18887
O 0.46693 -0.10542 1.54218
F -0.57675 1.24800 -1.07901
F -0.86289 -0.85304 -0.44587
F -2.27107 0.55610 0.23923
F 2.73876 -1.23277 -1.01920

Values from the calculation:
2S+1: 1
HOMO level (spin up / spin down): -10.61 / -10.66 eV
E_LUMO (spin up / spin down): -1.440 / -1.555 eV
energy relative to the best compared isomer or geometry (same formula, charge and spin): 614.0 kJ/mol
maximum force: 2.81 eV Å⁻¹
M: 132.0 g/mol
orbital gap (spin up / spin down): 9.2 / 9.1 eV

---

One molecule with the formula CF4OS in a non-equilibrium geometry. Source: the Open Molecules 2025 dataset; level of theory: ωB97M-V/def2-TZVPD.

CARTESIAN COORDINATES (ANGSTROEM)
C 0.77872 0.04890 -0.00735
O -1.99277 0.30508 1.03558
F 1.16532 0.80883 1.04969
F 1.41358 0.52012 -1.14822
F 1.15283 -1.20996 0.21311
F -1.23742 -0.91971 -0.95975
S -1.28027 0.44675 -0.18305

Values from the calculation:
2S+1: 1
HOMO level: -10.78 eV
E_LUMO: -0.241 eV
energy relative to the best compared isomer or geometry (same formula, charge and spin): 4.0 kJ/mol
maximum force: 2.98 eV Å⁻¹
M: 136.1 g/mol
orbital gap: 10.5 eV

---

A 2-piece molecular cluster, CF4S2 overall in a non-equilibrium geometry. Source: the Open Molecules 2025 dataset; level of theory: ωB97M-V/def2-TZVPD.

CARTESIAN COORDINATES (ANGSTROEM)
C -0.61055 0.63901 0.02946
F -0.51873 1.46168 1.04727
F -0.94219 1.23652 -1.08810
F 2.52292 -1.08206 0.56457
F -1.11075 -1.70084 -0.80968
S 1.97598 0.24814 -0.37341
S -1.31667 -0.80245 0.62988

Values from the calculation:
2S+1: 1
HOMO level (spin up / spin down): -9.28 / -9.21 eV
E_LUMO (spin up / spin down): -1.961 / -2.079 eV
energy relative to the best compared isomer or geometry (same formula, charge and spin): 223.9 kJ/mol
maximum force: 3.26 eV Å⁻¹
M: 152.1 g/mol
orbital gap (spin up / spin down): 7.3 / 7.1 eV

---

A 2-piece molecular cluster, CF5NS overall in a non-equilibrium geometry. Source: the Open Molecules 2025 dataset; level of theory: ωB97M-V/def2-TZVPD.

CARTESIAN COORDINATES (ANGSTROEM)
C -0.29041 1.23297 -0.69341
N 0.71627 -0.07603 0.46687
F -0.94611 1.98383 0.09729
F 0.67924 1.88564 -1.25974
F -1.07095 0.52640 -1.54565
F 1.39676 -2.36693 0.84199
F -0.60289 -1.75651 1.79318
S 0.11809 -1.42936 0.29948

Values from the calculation:
2S+1: 1
HOMO level: -11.04 eV
E_LUMO: -0.809 eV
energy relative to the best compared isomer or geometry (same formula, charge and spin): 181.4 kJ/mol
maximum force: 4.42 eV Å⁻¹
M: 153.1 g/mol
orbital gap: 10.2 eV

---

CFHgNO5S2 as an isolated structure in a non-equilibrium geometry. Source: the Open Molecules 2025 dataset; level of theory: ωB97M-V/def2-TZVPD.

CARTESIAN COORDINATES (ANGSTROEM)
Hg 0.03751 2.01354 0.04402
N -0.94564 0.17789 -0.36749
S -0.30322 0.13320 -2.01032
O -1.50147 0.23305 -2.90784
O 0.38901 1.52220 -1.87310
S -1.10236 -1.23399 0.32441
O -0.39784 -1.17730 1.67051
F -2.74450 -1.19521 0.82386
O 2.73605 -0.89566 2.11439
C 2.02399 -0.24054 1.45863
O 1.80847 0.66282 0.72293

Values from the calculation:
2S+1: 2
HOMO level (spin up / spin down): -3.89 / -5.48 eV
E_LUMO (spin up / spin down): 2.902 / 2.285 eV
energy relative to the best compared isomer or geometry (same formula, charge and spin): 0.0 kJ/mol
maximum force: 5.91 eV Å⁻¹
charge: -1
M: 389.7 g/mol
orbital gap (spin up / spin down): 6.8 / 7.8 eV

---

CFMnNO5S2 as an isolated structure in a non-equilibrium geometry. Source: the Open Molecules 2025 dataset; level of theory: ωB97M-V/def2-TZVPD.

CARTESIAN COORDINATES (ANGSTROEM)
Mn -0.66966 -0.78478 1.73482
N -0.83611 -0.47190 -0.35177
S -1.72203 1.03185 -0.11876
O -3.08182 0.79154 -0.70763
O -1.76611 0.87011 1.43118
S 0.10278 -0.50143 -1.62557
O 1.46833 -0.98387 -1.18652
F -0.48906 -1.88540 -2.46003
O 3.41212 0.85820 0.77494
C 2.29888 0.56153 0.95525
O 1.28268 0.51413 1.55411

Values from the calculation:
2S+1: 7
HOMO level (spin up / spin down): -2.86 / -5.52 eV
E_LUMO (spin up / spin down): 2.795 / 2.748 eV
energy relative to the best compared isomer or geometry (same formula, charge and spin): 13.7 kJ/mol
maximum force: 3.03 eV Å⁻¹
charge: -1
M: 244.1 g/mol
orbital gap (spin up / spin down): 5.7 / 8.3 eV

---

A 2-piece molecular cluster, CFN2O overall in a non-equilibrium geometry. Source: the Open Molecules 2025 dataset; level of theory: ωB97M-V/def2-TZVPD.

CARTESIAN COORDINATES (ANGSTROEM)
C 0.78102 -0.45358 0.18646
N 1.32556 -1.48949 -0.00702
N 0.24174 0.64015 -0.33311
O 0.23024 1.80673 0.14103
F -2.57857 -0.50380 0.01264

Values from the calculation:
2S+1: 1
HOMO level (spin up / spin down): -3.69 / -4.07 eV
E_LUMO (spin up / spin down): 1.588 / 1.750 eV
energy relative to the best compared isomer or geometry (same formula, charge and spin): 126.7 kJ/mol
maximum force: 5.72 eV Å⁻¹
charge: -1
M: 75.0 g/mol
orbital gap (spin up / spin down): 5.3 / 5.8 eV

---

A 2-piece molecular cluster, CFN3O2 overall in a non-equilibrium geometry. Source: the Open Molecules 2025 dataset; level of theory: ωB97M-V/def2-TZVPD.

CARTESIAN COORDINATES (ANGSTROEM)
C 0.95011 -1.11018 -0.14181
N 0.93200 0.07002 0.38508
N -0.26174 0.54653 0.02231
N -1.34060 0.49225 -0.24274
O 0.98774 -2.23790 -0.40867
O -2.31581 -0.03827 0.13251
F -0.16088 2.30672 0.12216

Values from the calculation:
2S+1: 1
HOMO level (spin up / spin down): -9.85 / -9.71 eV
E_LUMO (spin up / spin down): -1.793 / -1.774 eV
energy relative to the best compared isomer or geometry (same formula, charge and spin): 397.7 kJ/mol
maximum force: 5.45 eV Å⁻¹
M: 105.0 g/mol
orbital gap (spin up / spin down): 8.1 / 7.9 eV